# 1
Computed, not measured: the molecule C3H4N2 at a distorted geometry, with ωB97M-V/def2-TZVPD.

```
9
Properties=species:S:1:pos:R:3:forces:R:3
N -2.3537 0.6953 -1.2441 1.0 -0.1 0.6
C -1.3933 0.3143 -0.7221 -0.8 0.2 -0.4
C -0.2805 -0.4355 -0.1770 0.0 -0.3 -0.2
C 1.0857 0.0947 0.0644 0.2 0.1 -0.2
N 0.2369 -0.2919 1.1814 -0.1 0.1 0.2
H -0.3634 -1.4666 -0.5060 0.1 0.0 0.1
H 1.9046 -0.5876 -0.1488 -0.1 0.2 0.1
H 1.3076 1.1475 -0.0916 -0.2 -0.2 -0.1
H -0.1440 0.5297 1.6439 0.0 -0.1 -0.1
```
Positions in Å, forces in eV/Å.

## Properties
* LUMO energy: 0.82 eV
* energy: -6154.296 eV
* SMILES: N#C[C@H]1CN1

The computed natural (NBO) charges, all in e, follow: -0.30, 0.25, -0.20, -0.23, -0.54, 0.24, 0.21, 0.21, 0.36

***

# 2
Computed, not measured: the molecule C3H4N2 at a distorted geometry, with ωB97M-V/def2-TZVPD.

```
9
Properties=species:S:1:pos:R:3:forces:R:3
N -0.9550 -0.7700 0.5977 0.2 -0.4 0.7
C -0.4062 0.2589 -0.3178 1.1 -0.7 -1.0
C 0.7795 1.0294 0.0363 0.3 0.1 0.2
C 1.0944 -0.0466 -0.6036 -1.2 0.4 -0.4
N -0.3086 -1.7032 1.0185 -0.4 0.3 -0.1
H -1.9575 -0.6294 0.8274 0.0 0.0 0.0
H -1.1944 0.6259 -0.9963 0.6 -0.3 0.0
H 1.0949 1.9323 0.5043 0.2 0.3 0.3
H 1.8416 -0.6779 -1.0816 -0.5 0.3 0.2
```
Positions in Å, forces in eV/Å.

## Properties
* LUMO energy: 1.08 eV
* energy: -6150.868 eV

The computed natural (NBO) charges, all in e, follow: -0.24, -0.16, -0.20, -0.13, -0.24, 0.31, 0.19, 0.22, 0.25

***

# 3
Computed, not measured: the molecule C3H4N2 at a distorted geometry, with ωB97M-V/def2-TZVPD.

```
9
Properties=species:S:1:pos:R:3:forces:R:3
C 0.9697 -0.6887 -2.0045 -0.1 -0.5 0.0
C 0.7732 0.2163 1.6420 0.1 1.3 0.8
C -0.7609 -0.1863 -0.2720 -0.3 -1.2 -0.1
N 0.1072 -0.3967 -1.2322 -0.4 0.1 0.6
N -0.3434 0.4109 0.9741 -2.2 1.5 1.8
H 1.4269 -0.4564 -2.9750 -0.6 0.4 0.8
H 0.8132 0.8991 2.6577 -0.7 -1.5 -2.3
H -1.7571 -0.7522 -0.1836 1.9 1.0 -0.7
H -1.2288 0.9541 1.3934 2.5 -1.1 -1.0
```
Positions in Å, forces in eV/Å.

## Properties
* LUMO energy: 0.71 eV
* energy: -6149.943 eV

The computed natural (NBO) charges, all in e, follow: 0.08, -0.11, -0.04, -0.26, -0.59, 0.23, 0.11, 0.21, 0.36

***

# 4
Computed, not measured: the molecule C3H4N2 at a distorted geometry, with ωB97M-V/def2-TZVPD.

```
9
Properties=species:S:1:pos:R:3:forces:R:3
C 0.1629 -0.5984 -0.8282 -0.6 0.1 0.9
C -0.9123 -0.7785 0.1300 -0.4 -3.5 -2.1
C 0.8000 0.5048 -0.3054 0.6 0.1 -1.3
H 0.3925 -1.1736 -1.7368 -0.1 0.4 0.8
H -1.5644 -1.6934 0.1944 0.5 1.3 -0.3
H 0.3156 1.6879 1.4280 -0.1 -0.9 -1.0
H 1.6527 1.0570 -0.7282 -0.5 -0.3 0.6
N -0.9751 0.0879 1.0675 1.9 2.1 0.6
N 0.1281 0.9062 0.7788 -1.2 0.6 1.8
```
Positions in Å, forces in eV/Å.

## Properties
* LUMO energy: 1.07 eV
* energy: -6155.137 eV
* SMILES: c1cn[nH]c1

The computed natural (NBO) charges, all in e, follow: -0.38, -0.03, -0.03, 0.24, 0.21, 0.41, 0.22, -0.27, -0.38

***

# 5
Computed, not measured: a cluster of 2 separate species, C3H4N2 in total at a distorted geometry, with ωB97M-V/def2-TZVPD.

```
9
Properties=species:S:1:pos:R:3:forces:R:3
C -0.0870 -1.0589 -0.2826 -1.3 -0.3 0.1
C 2.3941 -0.1460 -0.8366 0.6 0.4 -0.6
C -1.1258 -0.5040 -0.0943 -0.6 1.3 0.3
N -2.2147 0.2758 0.1296 0.1 0.7 -5.1
N 2.3915 0.5134 0.1188 0.4 -0.3 -0.6
H 0.8833 -1.3569 -0.4419 0.8 -1.0 -0.2
H -2.4273 0.4458 1.0475 -0.7 0.9 2.2
H -2.4350 1.0181 -0.6605 0.6 -2.1 2.8
H 2.6210 0.8126 1.0201 0.0 0.6 1.0
```
Positions in Å, forces in eV/Å.

## Properties
* LUMO energy: 0.93 eV
* energy: -6151.681 eV

The computed natural (NBO) charges, all in e, follow: -0.33, 0.29, 0.15, -0.86, -0.71, 0.22, 0.39, 0.41, 0.44

***

# 6
Computed, not measured: a cluster of 2 separate species, C3H4N2 in total at a distorted geometry, with ωB97M-V/def2-TZVPD.

```
9
Properties=species:S:1:pos:R:3:forces:R:3
C 3.0320 0.1880 -0.0492 -0.1 0.0 -0.9
C -0.7736 -0.3577 0.3497 2.3 2.1 2.0
C 0.2296 0.5296 -0.4763 1.9 -0.3 0.8
N 3.9401 -0.0222 0.5909 1.4 -0.3 1.5
N -1.0382 0.6211 -0.6396 -4.7 1.1 -1.9
H -0.5905 -1.3403 0.0862 -0.5 -2.1 -0.2
H -0.8917 0.0068 1.3919 -0.3 -0.9 -0.7
H 2.3342 0.2867 -0.8191 -1.0 0.2 -0.5
H -1.9253 0.9291 -1.0338 0.9 0.0 0.0
```
Positions in Å, forces in eV/Å.

## Properties
* multiplicity: 3
* expectation value of S²: 2.006
* LUMO energy (alpha / beta): 0.99 / -2.30 eV
* energy: -6147.902 eV

The computed natural (NBO) charges, all in e, follow: 0.08, -0.22, 0.11, -0.32, -0.70, 0.20, 0.20, 0.22, 0.43

***

# 7
Computed, not measured: the molecule C3H4N2 at a distorted geometry, with ωB97M-V/def2-TZVPD.

```
9
Properties=species:S:1:pos:R:3:forces:R:3
C 1.1162 -0.7678 0.2510 -0.9 -0.4 -0.8
C -0.5869 -0.1329 -0.2009 2.6 -1.9 4.1
C 0.3313 -0.0637 1.0887 -2.8 1.3 -2.9
N 0.0736 0.2790 2.2531 1.1 -0.1 2.6
N -0.6409 0.1411 -1.4755 -0.2 1.0 -2.8
H 1.9404 -0.5831 -0.3936 0.5 -0.1 -0.2
H -0.8074 0.6998 2.4886 -0.5 0.1 -0.6
H 0.1121 0.0134 -2.1497 -0.4 0.0 0.4
H -1.5384 0.4143 -1.8617 0.4 0.0 0.1
```
Positions in Å, forces in eV/Å.

## Properties
* multiplicity: 3
* expectation value of S²: 2.029
* LUMO energy (alpha / beta): 0.90 / -1.60 eV
* energy: -6148.301 eV

The computed natural (NBO) charges, all in e, follow: -0.17, 0.03, 0.12, -0.52, -0.80, 0.20, 0.36, 0.38, 0.40

***

# 8
Computed, not measured: the molecule C3H4N2O at a distorted geometry, with ωB97M-V/def2-TZVPD.

```
10
Properties=species:S:1:pos:R:3:forces:R:3
C 0.1948 0.7758 -0.0662 -0.5 3.4 0.1
C 1.5430 0.4947 0.0469 4.1 -2.3 -0.4
C 2.5848 -0.1148 -0.0776 -0.7 0.6 0.8
H -2.4371 -0.3431 0.9086 2.0 0.7 -1.7
H -2.4356 -0.4532 -0.6987 -1.3 -0.9 -1.8
H -0.2942 -1.3242 0.2080 0.1 2.9 -1.2
H 3.4947 -0.6690 0.0088 0.0 0.3 -0.2
N -1.9627 0.0283 -0.0035 0.6 -0.9 2.2
N -0.5331 -0.3577 -0.2474 -3.9 -1.7 2.3
O -0.1546 1.9632 -0.0790 -0.4 -2.1 0.0
```
Positions in Å, forces in eV/Å.

## Properties
* LUMO energy: 0.56 eV
* energy: -8199.595 eV
* SMILES: C#CC(=O)NN

The computed natural (NBO) charges, all in e, follow: 0.55, -0.09, -0.16, 0.35, 0.34, 0.40, 0.24, -0.64, -0.47, -0.53

***

# 9
Computed, not measured: the molecule C3H4N2O, with ωB97M-V/def2-TZVPD.

```
10
Properties=species:S:1:pos:R:3:forces:R:3
O -1.4847 -0.2230 -1.4046 -0.3 -0.1 0.1
C -0.4978 -0.2052 -0.4747 0.2 0.0 0.3
C -0.3814 0.5643 0.6428 -0.1 0.0 -0.1
N 0.8576 0.2985 1.1747 -0.1 0.2 -0.2
N 1.5345 -0.6106 0.4304 -0.2 0.1 -0.3
C 0.7052 -0.9672 -0.5259 0.0 0.0 -0.1
H -2.0391 0.5501 -1.2391 0.0 -0.2 -0.2
H -1.0650 1.2229 1.1600 0.1 0.1 -0.3
H 1.3897 1.1176 1.4182 0.4 -0.2 0.7
H 0.9706 -1.7403 -1.2356 0.0 0.1 0.1
```
Positions in Å, forces in eV/Å.

## Properties
* LUMO energy: 0.73 eV
* energy: -8202.267 eV
* SMILES: Oc1cn[nH]c1

The computed natural (NBO) charges, all in e, follow: -0.66, 0.19, -0.16, -0.36, -0.24, -0.08, 0.48, 0.22, 0.39, 0.21

***

# 10
Computed, not measured: the molecule C3H4N2O at a distorted geometry, with ωB97M-V/def2-TZVPD.

```
10
Properties=species:S:1:pos:R:3:forces:R:3
N 1.8615 0.3664 -0.3816 -0.2 -0.2 0.3
C 1.3380 -0.5241 0.3425 0.0 0.3 -0.1
O -0.0023 -0.7190 0.4300 -0.2 0.3 0.2
C -0.8332 0.2180 -0.2463 -0.2 0.7 0.3
C -2.2531 -0.1049 -0.1183 -1.3 -0.4 0.1
N -3.3560 0.0176 0.2106 0.8 -0.6 -0.6
H 2.8760 0.3627 -0.2955 -0.2 -0.1 0.0
H 1.8581 -1.2376 0.9929 -0.2 0.1 -0.2
H -0.4169 0.4614 -1.2286 -0.5 -0.2 0.1
H -1.0721 1.1597 0.2942 1.9 0.1 0.1
```
Positions in Å, forces in eV/Å.

## Properties
* LUMO energy: 0.70 eV
* energy: -8201.849 eV
* SMILES: [H]/N=C/OCC#N

The computed natural (NBO) charges, all in e, follow: -0.71, 0.41, -0.49, -0.19, 0.24, -0.29, 0.36, 0.17, 0.25, 0.24

***

# 11
Computed, not measured: a cluster of 2 separate species, C3H4N2O in total, with ωB97M-V/def2-TZVPD.

```
10
Properties=species:S:1:pos:R:3:forces:R:3
N 1.7386 -0.0205 -0.1987 0.0 -0.1 0.0
C 0.7530 -0.9617 -0.2826 -0.4 -0.4 0.0
C -0.1489 -1.7599 -0.3113 0.4 0.4 0.0
O -2.9811 0.4065 0.1936 0.2 0.1 0.0
N -1.9497 1.0256 0.1902 0.5 0.4 0.0
C -0.9794 1.6593 0.1752 -0.7 -0.5 0.0
H 1.8697 0.4997 -1.0559 0.0 -0.1 0.0
H 2.6229 -0.3996 0.1182 -0.1 0.1 0.0
H -0.9576 -2.4554 -0.3303 0.1 0.1 0.0
H 0.0304 1.9997 0.2135 -0.1 0.0 0.0
```
Positions in Å, forces in eV/Å.

## Properties
* LUMO energy: 0.68 eV
* energy: -8198.298 eV
* SMILES: C#[N+][O-].C#CN

The computed natural (NBO) charges, all in e, follow: -0.85, 0.13, -0.31, -0.41, 0.21, -0.06, 0.39, 0.39, 0.25, 0.26

***

# 12
Computed, not measured: a structure of composition C3H4N2O, with ωB97M-V/def2-TZVPD.

```
10
Properties=species:S:1:pos:R:3:forces:R:3
N -1.5858 0.2964 -0.0312 -0.1 0.1 0.0
C -0.1626 -0.1198 -0.0098 -0.1 -0.1 0.0
N 0.1666 -1.3877 -0.0532 -0.3 0.5 0.0
O 1.5244 -1.2985 -0.0129 0.2 0.1 0.0
C 1.8577 0.0388 0.0514 0.2 0.1 0.0
C 0.7958 0.9007 0.0581 0.2 -0.4 0.0
H -2.1288 -0.0150 0.7779 0.2 0.0 -0.1
H -2.0860 0.0478 -0.8880 0.1 0.0 0.1
H 2.9302 0.1911 0.0872 -0.1 -0.1 0.0
H -1.4366 1.3179 0.0117 -0.2 -0.1 0.0
```
Positions in Å, forces in eV/Å.

## Properties
* LUMO energy: -0.05 eV
* energy: -8198.910 eV

The computed natural (NBO) charges, all in e, follow: -0.70, 0.14, -0.19, -0.28, 0.04, -0.53, 0.43, 0.43, 0.20, 0.47